[1]
ORCA calculation (ωB97M-V/def2-TZVPD) on a 3-piece molecular cluster, C5H12O3 overall at a distorted geometry.

The geometry in XYZ format:
```
20
Properties=species:S:1:pos:R:3:forces:R:3:lowdin_charge:R:1
C 0.1805 2.2886 -3.6177 -0.440 -0.470 0.762 -0.0992
C 1.4199 -0.1767 0.2660 0.298 0.144 -0.542 0.0449
C 1.6298 -0.2650 -1.0459 -0.112 -0.761 -0.203 -0.4292
O 2.4974 -1.1615 -1.6169 -0.090 -0.138 0.126 0.0326
C 0.8026 0.4171 -2.0701 0.146 0.973 0.363 -0.0819
C 1.0601 1.6124 -2.5900 0.372 -0.158 -0.405 -0.1380
H 0.5417 3.2755 -3.8736 0.324 -0.070 -0.519 0.0627
H 0.0421 1.5939 -4.4540 0.122 0.581 -0.173 0.0811
H -0.8098 2.4799 -3.1970 -0.075 -0.185 0.033 0.0726
H 1.9618 -0.8303 0.9569 -0.294 0.501 -0.009 0.0646
H 0.7269 0.6009 0.5465 -0.031 -0.222 0.594 0.0598
H 2.7914 -1.7789 -0.9325 0.104 0.155 -0.124 0.1028
H -0.1369 -0.0556 -2.3070 -0.177 -0.330 -0.143 0.1176
H 2.0165 2.0905 -2.3838 -0.151 -0.021 0.243 0.1097
H -3.8849 -3.6185 2.2564 0.272 -0.255 0.256 0.0385
H -2.5097 -3.6902 2.9316 -0.070 -0.022 -0.022 0.0289
O -3.3217 -4.1912 2.8012 -0.202 0.276 -0.237 -0.0674
H -1.2407 -0.0416 6.5927 0.257 -0.008 -0.604 0.0282
H -1.8604 0.8582 5.4082 0.519 -0.422 0.025 0.0297
O -1.9067 0.5926 6.3287 -0.774 0.433 0.580 -0.0580
```
Forces are in eV/Å.

Computed properties:
SMILES   C=C(O)/C=C/C.O.O
F_max   0.02061 hartree/bohr
ΔE to the lowest compared entry with this formula, charge and spin   2.4273 eV



[2]
ORCA calculation (ωB97M-V/def2-TZVPD) on a 13-piece molecular cluster, C42H74BN2O22S4 overall at a distorted geometry.

The geometry in XYZ format:
```
145
Properties=species:S:1:pos:R:3:forces:R:3:lowdin_charge:R:1
O 1.1152 -13.2660 10.9952 1.169 -0.420 0.008 0.1283
C 2.1249 -13.8086 11.3982 -2.201 0.842 -0.394 -0.4082
O 3.1540 -14.2017 10.7130 0.561 -0.246 -0.712 0.2386
B 4.0825 -14.8888 11.6170 0.983 -0.521 -0.309 -0.8716
O 3.5398 -14.6828 12.9770 0.833 -0.906 -0.229 0.2490
C 2.3540 -14.1908 12.8349 -3.685 0.618 2.976 -0.3745
O 1.4748 -14.0707 13.7046 2.488 -0.149 -1.902 0.1047
O 5.4267 -14.3371 11.5411 -0.362 -0.055 -0.208 0.2201
C 6.2743 -15.2450 11.0947 2.733 0.847 0.178 -0.3463
O 7.4780 -15.0501 10.9974 -2.074 -0.730 -0.179 0.1359
C 5.5095 -16.5477 10.8524 1.280 -3.835 -0.480 -0.3217
O 4.2393 -16.3435 11.1914 0.274 0.713 0.163 0.1813
O 6.0209 -17.6445 10.5134 -1.901 3.882 0.898 0.0967
C 0.0168 -11.1472 8.0489 -0.825 0.410 -0.166 -0.0162
C -0.4798 -12.0038 6.9058 -2.056 -2.678 -0.435 -0.4543
O -1.5526 -12.6333 6.9013 1.904 1.731 0.526 0.0347
C 0.4655 -12.2262 5.7292 -0.285 0.921 0.951 -0.0139
H 0.7168 -11.6634 8.7060 0.382 -0.074 -0.383 0.0670
H -0.7879 -10.8301 8.7123 -0.275 -0.178 -0.217 0.0811
H 0.4150 -10.2407 7.5931 0.505 -0.005 0.320 0.0824
H 1.2296 -12.9050 6.1079 0.222 -0.003 -0.222 0.0606
H 0.9020 -11.2426 5.5557 0.417 -0.202 -0.524 0.0770
H -0.0423 -12.6298 4.8532 0.044 0.053 0.243 0.0892
C 10.0302 -12.6596 12.0963 0.363 -0.123 -0.445 -0.0177
C 10.9989 -13.0816 10.9885 0.905 0.718 1.184 -0.4659
O 11.7018 -12.2188 10.4799 -0.710 -1.109 0.111 0.0483
C 11.1072 -14.5437 10.6277 0.325 0.042 -1.363 -0.0210
H 9.2100 -12.2304 11.5209 -0.403 0.151 0.437 0.0861
H 10.5041 -11.8996 12.7175 -0.045 0.186 -0.282 0.0836
H 9.6738 -13.4433 12.7648 -0.037 -0.226 -0.423 0.0629
H 11.8225 -15.1276 11.2068 -0.287 0.258 0.710 0.0922
H 11.5817 -14.5735 9.6469 -0.158 0.050 -0.280 0.0809
H 10.1478 -15.0553 10.5501 0.011 0.125 0.393 0.0448
C 3.6809 -18.3510 14.1533 0.256 0.017 0.528 -0.0154
C 4.6571 -17.5504 15.0068 0.487 -0.429 1.195 -0.4430
O 5.8569 -17.7699 14.9638 -1.131 0.619 0.020 0.0567
C 4.0012 -16.5028 15.9781 0.676 -0.330 -1.138 -0.0040
H 3.5345 -17.7343 13.2665 -0.394 -0.211 -0.189 0.0654
H 2.7571 -18.5502 14.6964 -0.229 0.496 -0.124 0.0812
H 4.0561 -19.3409 13.8935 0.448 0.290 -0.201 0.0796
H 3.1968 -16.0371 15.4089 -0.274 0.051 0.265 0.0642
H 4.7011 -15.7194 16.2688 -0.034 -0.406 0.005 0.0430
H 3.6247 -16.9611 16.8926 -0.138 -0.279 -0.217 0.0868
C 6.4426 -20.9801 9.6552 -0.086 1.012 0.174 -0.0201
C 7.1012 -21.8004 10.7120 0.566 -0.236 -1.575 -0.5449
O 8.1509 -22.3465 10.4987 0.802 -0.445 0.182 0.0777
C 6.3877 -21.9416 11.9744 -0.581 -0.162 1.603 -0.0306
H 7.1403 -20.5402 8.9427 0.197 -0.420 0.029 0.0780
H 6.0124 -20.1414 10.2025 -0.631 0.096 -0.413 0.0541
H 5.6973 -21.5692 9.1209 -0.178 0.117 0.118 0.0918
H 6.1861 -20.9659 12.4166 0.069 0.118 0.048 0.0828
H 6.9708 -22.5444 12.6705 -0.084 0.030 -0.035 0.0894
H 5.4081 -22.3972 11.8299 -0.066 -0.099 -0.132 0.0924
C -1.5243 -12.5340 15.4253 0.358 1.726 0.175 -0.0258
C -0.9819 -13.5384 16.3527 -0.307 -2.352 -1.135 -0.4976
O -0.8686 -13.3843 17.5329 0.320 0.439 1.127 0.0737
C -0.6187 -14.8999 15.6919 -0.654 0.771 0.740 -0.0170
H -1.4078 -11.5617 15.9039 -0.154 0.207 0.023 0.0709
H -2.5936 -12.6366 15.2400 0.113 -0.380 -0.177 0.0887
H -0.9354 -12.4975 14.5088 -0.258 -0.293 -0.202 0.0672
H -1.0077 -15.7211 16.2940 0.211 0.088 0.267 0.0776
H 0.4708 -14.9156 15.6623 -0.132 -0.315 -0.392 0.0585
H -1.1128 -14.9693 14.7228 0.542 0.021 -0.207 0.0666
C 1.1496 -17.9353 9.6784 0.490 0.077 -0.688 -0.0255
C 0.0655 -18.1093 10.6537 -1.798 -1.390 0.596 -0.5022
O -0.8751 -18.8352 10.3942 -0.004 0.160 -0.001 0.0656
C 0.1235 -17.4315 11.9996 0.337 0.168 0.010 -0.0016
H 1.0008 -17.0177 9.1093 0.391 0.595 0.568 0.0872
H 1.0913 -18.6552 8.8621 -0.022 -0.499 0.455 0.0966
H 2.0874 -18.0132 10.2286 0.321 0.442 -0.479 0.0876
H 0.1063 -16.3622 11.7891 0.114 0.245 0.376 0.0799
H 1.0342 -17.6916 12.5391 0.326 0.226 -0.204 0.0697
H -0.6859 -17.7066 12.6759 -0.237 0.013 -0.499 0.0878
C 9.1621 -17.3323 9.1748 -0.287 -0.491 -0.363 -0.0790
C 9.8159 -18.6044 8.7280 -0.236 0.174 -0.202 -0.2503
N 10.2707 -19.6185 8.4036 -0.402 1.152 0.339 0.1184
H 8.1225 -17.2600 8.8550 -0.166 -0.767 0.114 0.0559
H 9.5291 -16.4135 8.7173 0.877 -0.297 0.224 0.0710
H 9.1478 -17.2959 10.2640 0.159 0.191 -0.139 0.0747
C -1.7784 -12.4965 11.8259 1.455 0.057 -0.801 -0.0805
C -2.9418 -12.0478 12.5406 3.065 -1.559 -2.430 -0.3045
N -3.8330 -11.6703 13.0943 -3.651 1.505 2.272 0.1510
H -1.8103 -12.4344 10.7382 -0.802 0.017 -0.043 0.0778
H -1.4435 -13.5139 12.0285 -0.227 0.113 0.423 0.0774
H -0.9468 -11.8222 12.0303 0.108 -0.129 0.444 0.0746
C 2.9394 -10.3820 10.7779 -0.012 0.344 -0.176 -0.1875
C 3.5590 -11.0358 9.5220 0.756 -1.146 -0.396 -0.2157
C 5.0885 -11.0714 9.6528 0.347 0.118 1.975 -0.1836
S 5.4593 -10.2564 11.2550 1.185 1.472 -0.481 0.6950
O 5.5789 -8.8164 10.9873 -0.233 -1.419 0.519 -0.3295
O 6.5601 -10.9572 11.8983 -0.639 0.360 -0.256 -0.3349
C 3.8882 -10.5735 12.0347 -0.934 0.055 -2.083 -0.1872
H 1.9496 -10.7856 10.9915 0.067 -0.061 -0.030 0.0908
H 2.8074 -9.3605 10.4214 0.052 0.409 1.058 0.1115
H 3.3676 -10.5617 8.5594 -0.563 0.493 0.360 0.1089
H 3.1802 -12.0499 9.3946 0.124 -0.132 0.121 0.0800
H 5.6886 -10.5219 8.9275 -0.203 -0.162 -0.046 0.1077
H 5.5330 -12.0318 9.9139 -0.196 -0.346 -0.726 0.0835
H 3.6707 -9.9393 12.8941 0.294 -0.070 -0.231 0.0939
H 3.8871 -11.6368 12.2744 0.065 0.009 0.370 0.0955
C 1.9616 -10.8868 15.6672 -0.366 -1.177 -0.374 -0.2131
C 2.3220 -11.1183 17.1577 0.387 2.301 -0.973 -0.1992
C 1.1701 -10.5420 17.9313 -1.774 -0.022 1.031 -0.2105
S 0.3629 -9.0798 17.0896 0.812 -1.689 -1.254 0.7168
O 0.9667 -7.8492 17.5311 -0.269 0.106 0.201 -0.3361
O -1.0962 -9.2017 16.9842 1.753 -0.003 0.422 -0.3441
C 1.1637 -9.5916 15.5022 0.355 0.989 -0.004 -0.2054
H 1.4703 -11.7787 15.2782 -0.356 0.085 -0.144 0.0912
H 2.8669 -10.7426 15.0776 0.074 -0.281 0.077 0.0690
H 3.1781 -10.4532 17.2711 0.326 -0.062 0.577 0.1135
H 2.6426 -12.1124 17.4693 -0.511 -0.047 -0.253 0.1121
H 1.3844 -10.2928 18.9706 -0.010 0.178 -0.093 0.1056
H 0.3263 -11.2319 17.9192 -0.043 -0.295 0.192 0.0734
H 1.9408 -8.8583 15.2870 -0.196 0.542 0.436 0.0965
H 0.4716 -9.4564 14.6711 -0.258 -0.672 0.149 0.0995
C 6.2075 -13.8665 15.5310 -0.535 0.916 -0.444 -0.1623
C 7.0322 -13.2948 14.3424 -1.035 0.414 0.329 -0.2260
C 7.5034 -11.9556 14.8201 0.736 0.276 0.738 -0.2285
S 6.0741 -11.1668 15.6730 1.217 0.180 1.061 0.7247
O 5.2697 -10.4279 14.7252 0.072 0.317 0.140 -0.3442
O 6.5335 -10.5180 16.9287 -0.937 -1.209 -2.156 -0.3473
C 5.1801 -12.7165 15.9893 0.859 -0.904 -0.564 -0.1816
H 6.8719 -14.1160 16.3584 -0.016 -0.074 0.007 0.1184
H 5.7438 -14.7728 15.1415 -0.243 0.274 0.446 0.0709
H 6.4108 -13.1044 13.4674 -0.144 -0.449 -0.081 0.0934
H 7.8498 -13.9586 14.0616 -0.045 0.065 0.060 0.1138
H 7.9767 -11.3239 14.0683 -0.482 0.227 0.051 0.0959
H 8.2323 -12.1747 15.6003 0.057 0.509 0.305 0.1045
H 4.2898 -12.7230 15.3604 0.166 0.117 -0.266 0.0840
H 4.8100 -12.6630 17.0131 0.531 -0.429 0.129 0.0857
C 3.0597 -15.1261 7.2818 0.131 0.648 -1.696 -0.2293
C 3.3776 -16.5385 7.6378 -0.483 -0.396 0.370 -0.2571
C 4.7139 -16.9172 6.9825 -0.373 0.471 -0.213 -0.1765
S 4.5303 -16.2906 5.2374 -0.282 -0.573 0.065 0.7413
O 3.8972 -17.3591 4.4405 0.913 1.606 0.983 -0.3529
O 5.7731 -15.6553 4.7842 -1.660 -0.639 0.521 -0.3490
C 3.2044 -15.0590 5.7126 -0.004 0.796 0.709 -0.1958
H 3.7056 -14.4374 7.8264 0.019 0.277 -0.287 0.1114
H 2.0145 -14.9273 7.5187 0.074 0.269 0.211 0.1105
H 2.4848 -17.0352 7.2580 0.477 -1.038 -0.179 0.1149
H 3.3009 -16.5886 8.7240 0.638 -0.561 0.000 0.0866
H 5.0343 -17.9590 6.9850 -0.428 -0.020 -0.240 0.1063
H 5.5204 -16.3554 7.4538 0.042 0.236 -0.140 0.0942
H 2.2514 -15.2693 5.2272 0.162 -0.882 0.016 0.0953
H 3.3611 -14.0327 5.3807 0.923 -0.130 -0.127 0.0872
```
Forces are in eV/Å.

Computed properties:
Net charge   -1
F_max   0.09290 hartree/bohr



Number 1: Kohn-Sham gap 9.43 eV. Number 2: Kohn-Sham gap 8.91 eV.